63
Properties=species:S:1:pos:R:3 method="wB97M-V/def2-TZVPD" gap_ha=0.3586
C 4.022 -2.406 3.777
C 3.689 -0.780 3.888
C 4.100 -0.131 2.441
N 3.229 0.999 1.960
C 1.799 0.609 1.700
C 1.362 -0.934 1.404
C -0.049 -1.132 2.256
O -0.707 -2.247 2.594
N -0.481 0.289 2.552
C 0.609 1.354 2.612
P 0.936 1.669 4.465
O -0.002 2.831 5.072
H 4.652 -2.673 2.804
H 4.677 -2.796 4.690
H 2.989 -2.954 3.693
H 4.376 -0.381 4.766
H 2.549 -0.703 4.139
H 5.203 0.311 2.546
H 4.187 -0.939 1.567
H 3.614 1.278 1.008
H 1.596 1.127 0.643
H 1.030 -0.967 0.257
H 2.130 -1.811 1.440
H -1.065 0.433 3.405
H 0.439 2.349 2.008
H 2.331 1.921 4.767
H 0.505 0.453 5.169
C 0.059 3.004 -2.816
C -0.192 3.552 -4.230
C -0.139 2.512 -5.347
F 1.047 1.873 -5.415
F -0.324 3.106 -6.558
F 0.668 4.582 -4.463
F -1.441 4.111 -4.228
O 1.399 3.104 -2.318
C 2.289 2.080 -2.755
C 3.386 2.595 -3.697
F 2.873 3.258 -4.763
F 4.126 1.568 -4.196
F 1.564 1.066 -3.289
F 2.856 1.574 -1.626
H -0.527 3.631 -2.133
H -0.352 1.996 -2.680
H -0.929 1.766 -5.223
H 4.059 3.277 -3.172
C -2.981 -2.891 -0.045
C -2.980 -1.741 -1.064
C -3.782 -0.508 -0.652
F -5.083 -0.782 -0.420
F -3.758 0.427 -1.640
F -3.384 -2.220 -2.272
F -1.677 -1.360 -1.239
O -3.946 -3.930 -0.252
C -5.258 -3.647 0.231
C -6.290 -3.476 -0.893
F -5.909 -2.541 -1.798
F -7.492 -3.074 -0.398
F -5.199 -2.578 1.063
F -5.603 -4.706 1.012
H -2.015 -3.400 -0.152
H -2.985 -2.531 0.991
H -3.359 -0.050 0.246
H -6.439 -4.418 -1.429



50
Properties=species:S:1:pos:R:3 method="wB97M-V/def2-TZVPD" gap_ha=0.3675 e_above_lowest_kcal_mol=0.0
C 0.439 4.049 0.364
H 0.815 5.069 0.359
H 0.385 3.721 -0.671
H 1.153 3.425 0.896
C -0.930 4.015 1.051
N -1.281 2.646 1.445
C -2.540 2.565 2.168
H -2.430 2.995 3.160
H -3.359 3.075 1.641
H -2.816 1.517 2.284
C -1.299 1.706 0.333
C -1.191 0.313 0.826
N -1.816 -0.750 0.369
N -1.356 -1.786 1.051
N -0.489 -1.427 1.904
N -0.352 -0.098 1.807
C 0.616 0.632 2.568
H 0.617 0.257 3.594
H 0.345 1.690 2.539
C 2.003 0.419 1.935
O 2.685 1.339 1.543
N 2.343 -0.879 1.876
H 1.651 -1.570 2.146
C 3.474 -1.351 1.112
H 4.052 -0.468 0.831
H 4.097 -1.993 1.742
C 3.012 -2.135 -0.124
C 1.988 -1.389 -0.938
C 0.811 -2.022 -1.321
C -0.129 -1.345 -2.084
C 0.083 -0.028 -2.467
C 1.252 0.604 -2.080
C 2.199 -0.072 -1.331
H 3.106 0.438 -1.047
H 1.434 1.626 -2.374
H -0.659 0.486 -3.057
C -1.361 -2.053 -2.571
F -1.190 -2.482 -3.848
F -1.678 -3.139 -1.865
F -2.442 -1.263 -2.603
H 0.616 -3.041 -1.022
H 2.588 -3.089 0.193
H 3.887 -2.345 -0.745
H -2.207 1.783 -0.287
H -0.432 1.880 -0.307
C -0.880 4.914 2.288
H -0.494 5.891 2.011
H -1.864 5.060 2.724
H -0.220 4.481 3.036
H -1.691 4.419 0.356



74
Properties=species:S:1:pos:R:3 method="wB97M-V/def2-TZVPD" gap_ha=0.3278
O 2.117 -3.605 -1.809
P 1.484 -2.896 -0.696
C 0.471 -1.475 -1.375
P -1.094 -2.365 -1.934
P -2.782 -1.304 -1.047
O -3.353 -0.415 -2.045
O -2.376 -0.489 0.213
O -3.880 -2.382 -0.686
O 0.369 -0.398 -0.392
S 1.755 0.410 -0.529
O 1.638 1.762 -0.236
O 2.841 -0.172 0.172
O 2.089 0.105 -2.072
C 1.022 -0.737 -2.571
P -0.213 0.558 -3.303
S 0.482 2.358 -3.386
H 2.367 -2.449 0.297
H 0.555 -3.758 -0.092
H -1.219 -2.087 -3.310
H -1.828 -0.996 0.841
H -4.402 -2.452 -1.507
H 1.452 -1.377 -3.327
H -1.330 0.478 -2.467
H -0.478 0.055 -4.586
C -2.835 -2.594 4.028
C -1.990 -3.827 4.244
O -1.887 -4.357 2.920
C -1.985 -3.310 2.079
O -1.684 -3.333 0.922
O -2.457 -2.222 2.695
F -2.603 -4.730 5.037
H -3.901 -2.822 4.052
H -2.622 -1.797 4.731
H -0.990 -3.631 4.630
C -1.308 2.795 1.452
C -0.100 3.197 2.265
O -0.250 2.404 3.436
C -0.921 1.284 3.075
O -0.985 0.298 3.735
O -1.499 1.430 1.860
F -0.134 4.502 2.605
H -2.190 3.378 1.714
H -1.142 2.861 0.380
H 0.860 2.972 1.797
C -5.995 1.332 -3.145
C -7.075 1.766 -2.183
O -7.825 2.683 -2.958
C -7.695 2.305 -4.266
O -8.385 2.684 -5.146
O -6.669 1.429 -4.408
F -6.565 2.410 -1.104
H -5.142 2.010 -3.133
H -5.642 0.322 -2.965
H -7.729 0.963 -1.841
C 3.902 2.314 2.648
C 5.056 3.238 2.959
O 4.449 4.210 3.793
C 3.410 3.598 4.437
O 2.855 4.032 5.384
O 3.110 2.416 3.838
F 5.534 3.843 1.847
H 3.318 2.657 1.793
H 4.215 1.289 2.473
H 5.884 2.769 3.494
C 6.079 -1.440 -1.389
C 5.355 -2.134 -2.520
O 6.135 -1.774 -3.646
C 7.413 -1.574 -3.204
O 8.364 -1.516 -3.899
O 7.434 -1.457 -1.850
F 4.099 -1.658 -2.674
H 5.745 -0.408 -1.269
H 5.983 -1.959 -0.439
H 5.317 -3.221 -2.436



46
Properties=species:S:1:pos:R:3 method="wB97M-V/def2-TZVPD" gap_ha=0.3549 e_above_lowest_kcal_mol=26.1
C 4.505 0.585 -2.034
H 3.947 -0.334 -2.201
H 5.535 0.432 -2.344
C 4.459 0.963 -0.555
N 3.115 1.244 -0.151
C 2.354 0.367 0.329
N 1.034 0.703 0.592
C 0.228 0.142 1.537
O -0.907 0.532 1.727
C 0.810 -1.015 2.323
C 1.408 -2.052 1.393
H 1.810 -2.898 1.961
C 0.515 -2.654 0.300
O 0.992 -3.408 -0.522
N -0.794 -2.346 0.351
H -1.162 -1.648 0.977
C -1.734 -2.881 -0.611
H -1.203 -3.646 -1.182
H -2.557 -3.356 -0.068
C -2.264 -1.801 -1.559
C -2.863 -0.610 -0.856
C -3.678 -0.748 0.261
C -4.213 0.362 0.888
C -3.953 1.631 0.402
C -3.158 1.781 -0.720
C -2.615 0.669 -1.339
H -1.988 0.794 -2.212
H -2.951 2.767 -1.111
H -4.367 2.498 0.895
H -4.834 0.235 1.762
H -3.903 -1.731 0.650
H -3.021 -2.260 -2.202
H -1.447 -1.463 -2.199
S 2.888 -1.326 0.609
H 0.020 -1.441 2.946
H 1.595 -0.636 2.986
C 0.518 1.889 -0.092
C 0.814 3.160 0.690
H 0.343 3.114 1.668
H 0.416 4.017 0.153
H 1.887 3.281 0.808
H 0.989 1.929 -1.075
H -0.560 1.748 -0.191
H 5.031 1.881 -0.390
H 4.895 0.151 0.043
H 4.067 1.377 -2.636



46
Properties=species:S:1:pos:R:3 method="wB97M-V/def2-TZVPD" gap_ha=0.3208 e_above_lowest_kcal_mol=31.3
C 1.584 -2.239 -1.761
C 0.037 -2.104 -1.454
C 2.462 -2.341 -0.476
C 2.410 -1.176 0.453
C 3.309 -0.131 0.493
C 1.481 -0.877 1.547
C 1.894 0.301 2.178
C 0.361 -1.579 2.104
C 1.233 0.877 3.278
C -0.303 -1.045 3.153
C 0.097 0.175 3.726
C -1.821 -0.448 -1.285
C -2.441 -0.054 -2.641
C -2.120 0.554 -0.176
C -1.283 1.844 -0.103
C -1.251 2.646 -1.377
C -1.813 2.695 1.030
H 1.580 -1.060 -3.438
H 2.294 -0.316 -2.129
H 1.646 -3.220 -2.287
H 3.490 -2.377 -0.773
H 2.107 -3.261 0.059
H 4.192 0.031 -0.128
H 3.507 1.581 1.722
H 0.018 -2.459 1.614
H 1.546 1.866 3.634
H -1.159 -1.635 3.564
H -0.508 0.599 4.520
H 0.243 -0.133 -1.701
H -2.352 -1.398 -1.040
H -3.210 0.773 -0.108
H -1.937 -0.018 0.762
H -0.235 1.573 0.105
H -0.729 2.174 -2.188
H -0.659 3.543 -1.260
H -2.263 2.833 -1.780
H -1.172 3.571 1.226
H -1.781 2.117 1.973
H -2.847 3.015 0.890
H -4.093 -0.720 -1.935
N 2.168 -1.219 -2.650
N 3.017 0.725 1.518
N -0.443 -0.840 -1.391
O -0.681 -3.075 -1.222
O -1.771 0.371 -3.561
O -3.807 -0.140 -2.687



46
Properties=species:S:1:pos:R:3 method="wB97M-V/def2-TZVPD" gap_ha=0.3089 e_above_lowest_kcal_mol=45.8
C 6.846 2.443 0.336
H 6.610 2.793 -0.675
O 6.659 1.056 0.459
C 5.409 0.548 0.256
C 4.284 1.293 -0.067
C 3.060 0.670 -0.251
C 2.924 -0.709 -0.118
C 4.060 -1.453 0.210
C 5.276 -0.834 0.391
H 6.151 -1.411 0.645
H 3.985 -2.521 0.317
N 1.673 -1.324 -0.297
C 1.424 -2.667 -0.328
O 2.241 -3.557 -0.291
C -0.071 -2.876 -0.426
H -0.301 -3.533 -1.264
C -0.703 -1.493 -0.542
C -1.685 -1.244 0.613
O -1.797 -2.029 1.534
N -2.382 -0.087 0.578
C -2.477 0.867 -0.501
H -1.748 0.663 -1.281
C -3.893 0.845 -1.084
N -4.850 1.161 -0.042
C -6.195 1.284 -0.560
H -6.861 1.569 0.252
H -6.214 2.066 -1.317
H -6.566 0.350 -1.008
C -4.764 0.179 1.024
C -3.357 0.188 1.616
H -3.257 -0.577 2.386
H -3.147 1.174 2.041
H -5.485 0.443 1.800
H -4.999 -0.838 0.661
H -3.972 1.597 -1.872
H -4.086 -0.150 -1.529
H -2.284 1.866 -0.092
H -1.238 -1.393 -1.488
C 0.486 -0.513 -0.471
H 0.572 0.072 -1.395
H 0.381 0.179 0.372
H -0.410 -3.369 0.491
H 2.217 1.293 -0.502
H 4.337 2.364 -0.181
H 6.243 2.998 1.062
H 7.902 2.618 0.538



46
Properties=species:S:1:pos:R:3 method="wB97M-V/def2-TZVPD" gap_ha=0.3152 e_above_lowest_kcal_mol=82.4
C 3.046 0.567 -0.829
C 2.014 1.404 -0.136
C 3.887 -0.242 0.150
C 3.088 -1.439 0.781
C 2.270 -2.299 -0.336
C 3.932 -2.401 1.605
C -0.411 1.762 -0.733
C -0.946 2.969 -0.008
C -0.598 0.482 0.056
C -1.990 0.268 0.576
C -2.443 0.907 1.683
C -3.272 -0.285 -0.071
C -4.335 0.036 0.777
C -3.481 -0.894 -1.295
C -5.539 -0.582 0.443
C -4.689 -1.481 -1.592
C -5.783 -1.287 -0.735
H 4.662 1.114 -1.943
H 3.308 1.886 -2.322
H 2.594 -0.155 -1.522
H 4.372 0.299 1.027
H 4.860 -0.576 -0.397
H 2.323 -1.047 1.506
H 2.120 -3.337 -0.207
H 2.798 -2.409 -1.236
H 1.348 -1.788 -0.489
H 4.055 -1.981 2.619
H 4.904 -2.538 1.095
H 3.483 -3.389 1.742
H 1.275 2.289 -1.933
H -0.837 1.563 -1.717
H -0.020 0.474 1.002
H -0.289 -0.397 -0.559
H -1.877 1.359 2.464
H -4.360 0.822 2.613
H -2.672 -0.875 -1.997
H -6.350 -0.521 1.086
H -4.840 -2.042 -2.529
H -6.728 -1.620 -0.998
H 0.428 2.617 1.236
N 3.840 1.573 -1.558
N 1.023 1.930 -0.977
N -3.877 0.921 1.736
O 1.906 1.511 1.114
O -1.789 3.711 -0.447
O -0.406 3.122 1.254



47
Properties=species:S:1:pos:R:3 method="wB97M-V/def2-TZVPD" gap_ha=0.3388 e_above_lowest_kcal_mol=8.4
C -7.392 -1.784 0.479
C -6.756 -0.994 -0.656
H -6.481 -1.666 -1.475
H -7.430 -0.216 -1.021
O -5.592 -0.292 -0.221
C -4.456 -1.021 -0.161
O -4.368 -2.174 -0.512
N -3.424 -0.313 0.360
C -2.094 -0.882 0.353
H -2.178 -1.934 0.077
H -1.668 -0.797 1.358
C -1.212 -0.124 -0.649
N -1.241 1.286 -0.343
C -0.193 2.026 0.094
O -0.306 3.200 0.392
C 1.123 1.314 0.171
C 1.444 0.545 1.284
C 2.685 -0.051 1.384
C 3.632 0.112 0.374
C 3.315 0.889 -0.737
C 2.073 1.488 -0.828
H 1.835 2.099 -1.685
H 4.045 1.024 -1.518
N 4.869 -0.515 0.534
C 5.937 -0.549 -0.318
O 5.972 -0.005 -1.397
C 7.086 -1.381 0.228
C 6.776 -2.873 0.092
H 7.615 -3.463 0.451
H 6.599 -3.123 -0.951
H 5.892 -3.148 0.665
H 7.976 -1.140 -0.353
H 7.270 -1.126 1.274
H 4.970 -1.018 1.405
H 2.926 -0.645 2.255
H 0.722 0.419 2.078
C -2.573 1.853 -0.359
H -2.490 2.908 -0.093
C -3.459 1.105 0.643
H -4.486 1.459 0.589
H -3.073 1.265 1.657
H -2.993 1.759 -1.367
H -0.187 -0.494 -0.613
H -1.610 -0.274 -1.659
H -6.708 -2.559 0.815
H -7.623 -1.127 1.314
H -8.309 -2.251 0.128



49
Properties=species:S:1:pos:R:3 method="wB97M-V/def2-TZVPD" gap_ha="0.3075 / 0.2396" e_above_lowest_kcal_mol=0.0 total_charge=+1 multiplicity=5
Ru -1.524 -1.248 -0.570
C 0.140 -0.945 2.138
N -1.161 -1.000 1.482
C -2.249 -0.791 2.168
C -3.469 -0.824 1.468
C -4.809 -0.658 1.813
C -5.542 -0.802 0.629
C -4.630 -1.047 -0.390
N -3.375 -1.074 0.107
C 0.615 0.465 2.440
C 0.272 1.536 1.621
C 0.746 2.810 1.898
C 1.572 3.024 2.992
C 1.921 1.959 3.810
C 1.442 0.686 3.535
H 0.863 -1.421 1.473
H 0.119 -1.519 3.069
H -2.219 -0.599 3.239
H -5.192 -0.452 2.800
H -6.612 -0.736 0.522
H -4.816 -1.216 -1.439
H -0.384 1.375 0.773
H 0.465 3.643 1.266
H 1.934 4.019 3.214
H 2.560 2.118 4.668
H 1.712 -0.141 4.182
S -2.108 -1.266 -2.713
N 0.369 -0.788 -1.048
C 1.258 -0.243 -1.558
N 2.266 0.331 -2.122
C 2.579 0.122 -3.544
C 2.522 1.470 -4.255
O 3.375 2.399 -3.619
C 2.992 2.646 -2.283
C 3.066 1.367 -1.454
H 1.870 -0.579 -3.980
H 3.589 -0.287 -3.612
H 1.487 1.838 -4.260
H 2.868 1.369 -5.281
H 1.971 3.048 -2.244
H 3.683 3.387 -1.885
H 2.690 1.532 -0.445
H 4.101 1.022 -1.405
N -0.409 -3.916 -0.641
N -1.823 -3.696 -0.510
H -0.209 -4.798 -1.098
H -0.004 -3.946 0.284
H -2.258 -4.307 0.174
H -2.254 -3.869 -1.408